Record 1
Density functional theory data (ωB97M-V/def2-TZVPD) for a molecular structure, C39H31CoGeN3O2.

Calculated values
gap between HOMO and LUMO (alpha / beta) = 6.5 / 6.2 eV
energy relative to the best compared isomer or geometry (same formula, charge and spin) = 191.6 kcal per mole
net charge = +1
HOMO energy (alpha / beta) = -10.570 / -11.143 eV
lowest unoccupied orbital energy (alpha / beta) = -4.04 / -4.99 eV
calculated total energy = -5278.76092 hartree
2S+1 = 5

Last column: Mulliken charge in e.
Atoms and positions in Å:
Co -1.8898 -0.9435 -1.7588  -1.0079
C -3.5305 2.7038 -2.0730  -0.7434
C -3.9244 1.2493 -2.0036  -0.1640
N -3.3086 0.1537 -1.9393  -0.5502
C -0.6898 0.5283 -1.8141  2.5982
C -1.0598 2.6365 -1.8234  1.6361
C -2.3576 3.3470 -1.9912  -1.1666
C 0.3494 3.2857 -1.6598  -1.0225
C 1.9620 1.7093 -1.5752  -0.5922
C 1.7969 0.2237 -1.6857  -0.9406
C 0.5470 -0.2933 -1.7683  -0.2965
N -0.0134 -1.5262 -1.8920  -0.0054
C 0.2952 -2.8236 -1.8629  1.3033
C 1.5568 -3.4122 -1.7731  -0.5649
C 1.6658 -4.8014 -1.6981  -0.8732
C 0.5447 -5.6013 -1.7079  -0.8890
C -0.7566 -5.0418 -1.8009  1.1630
C -1.9439 -5.8038 -1.7706  -0.6850
C -3.1495 -5.1645 -1.8315  -0.9124
C -3.1762 -3.7639 -1.9259  -0.1058
N -2.0874 -3.0277 -1.9607  -0.3670
C -0.8845 -3.6541 -1.8908  -0.5074
H -4.4068 3.3291 -2.1964  0.4632
H -5.0193 1.1645 -2.0072  0.4075
H -2.3607 4.4299 -2.0601  0.4597
H 0.3454 4.3713 -1.5906  0.4331
H 3.0105 1.9558 -1.4314  0.6783
H 2.6787 -0.4038 -1.6906  0.3570
H 2.4398 -2.7880 -1.7515  0.5339
H 2.6453 -5.2541 -1.6246  0.4625
H 0.6452 -6.6768 -1.6360  0.4321
H -1.8876 -6.8822 -1.6911  0.4482
H -4.0804 -5.7116 -1.8015  0.4194
H -4.1182 -3.2312 -1.9645  0.4802
O -1.3875 -3.0619 0.8476  -0.6613
C -1.4685 -1.8704 1.1316  0.2974
O -1.6314 -0.8983 0.3005  -0.3173
C -1.3449 -1.4353 2.5884  -0.9402
C -1.3057 0.0753 2.7947  -1.0621
Ge 0.2505 0.9328 1.9869  1.8108
C 0.0318 1.6644 0.1410  -1.1623
C 1.0485 2.4934 -0.5247  -0.0271
C 1.2920 2.6255 -2.7136  0.5231
C 0.4126 1.9022 -3.6372  -1.9384
C -0.8320 1.5728 -2.9436  0.0856
C -1.1241 1.6263 -0.6494  -1.0935
C 0.5494 2.6993 2.7803  0.2504
C 1.7817 3.3548 2.7346  -0.1463
C 1.9249 4.6301 3.2615  -0.9766
C 0.8338 5.2718 3.8336  -0.5168
C -0.3974 4.6362 3.8797  -0.7400
C -0.5377 3.3572 3.3560  -0.5260
C 1.8281 -0.2059 2.0319  0.0119
C 2.8886 0.0703 2.8946  -0.6904
C 3.9601 -0.8064 3.0036  -0.7071
C 3.9765 -1.9778 2.2622  -0.7367
C 2.9157 -2.2771 1.4183  -0.9885
C 1.8493 -1.3976 1.3015  0.8352
H -0.4500 -1.9140 2.9918  0.3304
H -2.1873 -1.8761 3.1260  0.5314
H -1.2351 0.3062 3.8613  0.5292
H -2.2148 0.5439 2.4164  0.5373
H 1.6584 3.0493 0.1829  0.9979
H 2.0358 3.2651 -3.1834  0.6277
H 0.6863 1.5515 -4.6207  0.3952
H -1.6879 1.3682 -3.5799  0.7490
H -2.0586 1.3342 -0.1944  0.8295
H 2.6427 2.8692 2.2884  0.4733
H 2.8883 5.1226 3.2302  0.4285
H 0.9463 6.2659 4.2456  0.3945
H -1.2486 5.1328 4.3270  0.4275
H -1.5040 2.8673 3.4091  0.3388
H 2.8768 0.9666 3.5023  0.5010
H 4.7746 -0.5809 3.6795  0.4304
H 4.8066 -2.6658 2.3554  0.4166
H 2.9072 -3.2105 0.8694  0.5563
H 1.0115 -1.6599 0.6658  0.0395

Record 2
Density functional theory data (ωB97M-V/def2-TZVPD) for a single C6H10O molecule.

Calculated values
gap between HOMO and LUMO = 10.5 eV
energy relative to the best compared isomer or geometry (same formula, charge and spin) = 5.0 kcal per mole
HOMO energy = -9.439 eV
lowest unoccupied orbital energy = 1.03 eV
SMILES = O[C@@H]1C=CCCC1
calculated total energy = -309.83443 hartree

Last column: Mulliken charge in e.
Atoms and positions in Å:
O 2.3454 -0.9756 0.4602  -0.5617
C 1.2573 -0.4037 -0.2517  0.2744
C 1.0411 1.0411 0.1229  -0.5743
C -0.1375 1.6484 -0.0011  -0.3577
C -1.3673 0.8632 -0.3822  -0.7041
C -1.2959 -0.5253 0.2598  -0.5869
C -0.0236 -1.2803 -0.1488  -0.7534
H 2.0631 -1.0400 1.3824  0.3524
H 1.5908 -0.4054 -1.2947  0.2640
H 1.9416 1.5831 0.4042  0.4026
H -0.2327 2.7199 0.1684  0.3890
H -1.4237 0.7657 -1.4753  0.2741
H -2.2814 1.3811 -0.0695  0.3585
H -1.3061 -0.3927 1.3487  0.3006
H -2.1835 -1.1135 -0.0037  0.3343
H 0.1953 -2.0659 0.5815  0.2943
H -0.1830 -1.8001 -1.1010  0.2939

Record 3
Density functional theory data (ωB97M-V/def2-TZVPD) for a molecular structure, C34H38AlINPSbSe4Si2.

Calculated values
gap between HOMO and LUMO = 5.3 eV
energy relative to the best compared isomer or geometry (same formula, charge and spin) = 8.6 kcal per mole
net charge = -1
HOMO energy = -3.790 eV
lowest unoccupied orbital energy = 1.56 eV
calculated total energy = -12679.75946 hartree

Last column: Mulliken charge in e.
Atoms and positions in Å:
Al -1.2089 0.3129 -2.0250  -0.7614
C -2.6301 -2.9139 -3.0070  -1.1051
Si -0.8337 -2.9658 -2.4922  0.2684
C -0.7542 -3.4792 -0.7040  -1.0521
C 0.0334 -4.2963 -3.4860  -1.1653
C -0.1599 -1.2432 -2.7819  3.4836
C -0.5428 -0.6737 -4.1207  -1.9450
C -0.3973 -1.1903 -5.4084  -0.5459
C -0.9053 -0.4642 -6.4728  -0.4825
C -1.5311 0.7630 -6.2683  -0.7837
C -1.6372 1.2394 -4.9786  -0.3149
N -1.1544 0.5239 -3.9625  0.7375
Si 1.6379 -0.8333 -2.3797  0.3614
C 2.0321 0.8336 -3.1320  -1.1862
C 3.6947 -0.5983 0.1304  -1.7656
C 2.8372 -2.0843 -3.1053  -1.3760
H -3.1758 -3.8057 -2.6879  0.4508
H -2.7411 -2.8216 -4.0916  0.2819
H -3.1184 -2.0466 -2.5525  0.2378
H -1.2664 -4.4397 -0.5961  0.4639
H -1.2624 -2.7528 -0.0609  0.1822
H 0.2679 -3.5980 -0.3369  0.2814
H -0.4452 -5.2567 -3.2700  0.4228
H 1.0878 -4.3812 -3.2148  0.3146
H -0.0267 -4.1375 -4.5652  0.3019
H 0.0978 -2.1392 -5.5588  0.3096
H -0.8229 -0.8624 -7.4774  0.4379
H -1.9376 1.3352 -7.0892  0.4736
H -2.1077 2.1858 -4.7235  0.3857
H 1.4075 1.6252 -2.7092  0.3176
H 1.8551 0.8124 -4.2128  0.3259
H 3.0773 1.1065 -2.9671  0.4709
H 4.0295 -0.3826 1.1405  0.6340
H 3.8396 0.2423 -0.5428  0.4264
H 4.1426 -1.5034 -0.2675  0.4215
H 2.4938 -2.3988 -4.0957  0.3749
H 2.9239 -2.9781 -2.4813  0.3236
H 3.8356 -1.6506 -3.2144  0.3328
Se -3.0551 5.1688 -3.3384  -0.6620
Sb -4.2384 4.2357 -1.4491  0.4309
Se -1.2760 2.2552 -0.8027  -0.4645
Se -3.1703 0.6813 -0.8954  -0.4151
Se -6.4335 3.5573 -2.1548  -0.6546
I 1.5788 -0.8566 0.2259  1.0146
C 2.0414 -1.2333 2.6558  -0.6936
C 2.8899 -2.3011 2.7765  0.0491
C 3.3014 -2.8290 4.0289  -1.0297
C 2.8318 -2.2719 5.1800  -0.7603
C 1.9099 -1.1917 5.1273  1.1127
C 1.3967 -0.6338 6.3238  -0.8116
C 0.4877 0.3862 6.2894  -0.8970
C 0.0432 0.8806 5.0454  0.0231
C 0.5177 0.3687 3.8660  0.2127
P -0.0961 0.9790 2.2285  0.6686
C 0.6679 2.6476 2.2477  0.6337
C 0.0372 3.8754 2.4183  -0.2793
C 0.7359 5.0661 2.2423  -0.8166
C 2.0807 5.0501 1.9116  -0.5096
C 2.7376 3.8308 1.7866  -0.7490
C 2.0352 2.6474 1.9445  -0.5357
C -1.9013 1.1514 2.4456  0.9128
C -2.6684 2.1864 1.9169  -0.6857
C -4.0573 2.1087 1.9055  -0.7980
C -4.7003 0.9931 2.4113  -0.5951
C -3.9470 -0.0559 2.9283  -0.6685
C -2.5650 0.0189 2.9358  -1.0006
C 1.4908 -0.6825 3.8661  0.4084
H 3.2878 -2.7775 1.8777  0.1691
H 3.9919 -3.6649 4.0662  0.3953
H 3.1469 -2.6419 6.1497  0.3355
H 1.7344 -1.0415 7.2709  0.3514
H 0.0979 0.8079 7.2074  0.4146
H -0.7036 1.6670 5.0222  0.4024
H -1.0042 3.9212 2.7032  0.5391
H 0.2174 6.0100 2.3582  0.4028
H 2.6126 5.9785 1.7459  0.3752
H 3.7943 3.8042 1.5495  0.4069
H 2.5492 1.6979 1.8278  0.3364
H -2.1962 3.0396 1.4523  0.3032
H -4.6314 2.9165 1.4701  0.3746
H -5.7801 0.9264 2.3798  0.3950
H -4.4397 -0.9440 3.3041  0.3816
H -1.9866 -0.8158 3.3171  0.4378

Record 4
Density functional theory data (ωB97M-V/def2-TZVPD) for 2 unconnected molecules or ions with the total composition C4H4IN.

Calculated values
gap between HOMO and LUMO (alpha / beta) = 8.3 / 8.3 eV
energy relative to the best compared isomer or geometry (same formula, charge and spin) = 104.9 kcal per mole
HOMO energy (alpha / beta) = -10.108 / -10.107 eV
lowest unoccupied orbital energy (alpha / beta) = -1.77 / -1.77 eV
calculated total energy = -507.08583 hartree

Last column: Mulliken charge in e.
Atoms and positions in Å:
C 0.8967 -2.1862 0.1265  -0.0348
C -0.6339 0.5595 -0.7871  -0.4112
C -0.6353 0.7645 0.7193  -0.4315
C 0.5203 0.1907 0.0339  0.0580
N 0.9949 -3.3209 0.1655  -0.3473
I 2.4710 0.9008 -0.0557  0.2219
H -1.2687 -0.2209 -1.1851  0.2301
H -0.5377 1.4124 -1.4487  0.2341
H -0.5303 1.7657 1.1170  0.2475
H -1.2771 0.1345 1.3143  0.2332

Record 5
Density functional theory data (ωB97M-V/def2-TZVPD) for a molecular structure, C19H21N3Na.

Calculated values
gap between HOMO and LUMO = 9.1 eV
energy relative to the best compared isomer or geometry (same formula, charge and spin) = 0.0 kcal per mole
net charge = +1
HOMO energy = -11.261 eV
lowest unoccupied orbital energy = -2.18 eV
calculated total energy = -1063.08188 hartree

Last column: Mulliken charge in e.
Atoms and positions in Å:
Na -0.1499 -0.0154 0.2631  1.2400
C -0.1953 -1.0394 3.9056  -1.6805
C -1.0953 -0.5089 2.8201  0.7980
C -1.2456 0.8632 2.6170  -0.7479
C -2.0958 1.3642 1.6280  0.6135
C -2.2614 2.8493 1.4362  -1.4273
C -2.7963 0.4591 0.8304  -0.7423
C -2.6677 -0.9204 1.0085  0.8574
C -3.4452 -1.8830 0.1488  -1.6632
C -1.8102 -1.3887 2.0038  -0.4970
H 0.6554 -1.5785 3.4834  0.3290
H -0.7334 -1.7395 4.5444  0.4617
H 0.1856 -0.2341 4.5314  0.3650
H -0.7237 1.5569 3.2671  0.3984
H -1.5089 3.2431 0.7497  0.2905
H -2.1538 3.3790 2.3813  0.3871
H -3.2410 3.0822 1.0222  0.3826
H -3.4895 0.8371 0.0866  0.4052
H -2.8478 -2.2202 -0.7016  0.2890
H -4.3488 -1.4171 -0.2413  0.3756
H -3.7333 -2.7662 0.7165  0.4585
H -1.7273 -2.4568 2.1734  0.4932
N 2.4099 -0.1063 -2.2741  -0.0483
C 1.1315 -0.0744 -2.8192  0.6977
C 1.0573 -0.1102 -4.2213  -0.7875
C -0.1709 -0.0818 -4.8312  -0.3587
C -1.3183 -0.0169 -4.0409  -0.9314
C -1.1490 0.0106 -2.6802  -0.1052
N 0.0450 -0.0196 -2.0564  -0.2571
C 2.9389 0.0024 -0.9932  0.7171
C 4.3404 0.0180 -0.9042  -0.7892
C 4.9361 0.1249 0.3266  -0.3704
C 4.1318 0.2171 1.4623  -0.8728
C 2.7731 0.1903 1.2789  -0.1526
N 2.1625 0.0822 0.0825  -0.3288
H 3.1249 -0.1612 -2.9799  0.0526
H 1.9672 -0.1568 -4.8059  0.3544
H -0.2438 -0.1069 -5.9100  0.4232
H -2.3066 0.0104 -4.4748  0.4289
H -2.0130 0.0585 -2.0250  0.3359
H 4.9357 -0.0512 -1.8057  0.3594
H 6.0144 0.1401 0.4097  0.4201
H 4.5536 0.3060 2.4522  0.4255
H 2.1085 0.2586 2.1349  0.4005

Record 6
Density functional theory data (ωB97M-V/def2-TZVPD) for 4 unconnected molecules or ions with the total composition C24H39BClNO7S4.

Calculated values
gap between HOMO and LUMO = 7.9 eV
HOMO energy = -7.500 eV
lowest unoccupied orbital energy = 0.39 eV
calculated total energy = -3597.14540 hartree

Last column: Mulliken charge in e.
Atoms and positions in Å:
C -7.6036 -1.5664 3.6847  -0.5367
O -7.5112 -0.3039 3.0453  -0.4071
C -6.7376 -0.3187 1.8644  -1.1242
C -5.2774 -0.6269 2.1165  0.3844
C -4.5488 0.3028 2.8477  -0.9218
C -3.2068 0.0914 3.0951  0.5544
Cl -2.3147 1.2634 3.9999  -0.2486
C -2.5739 -1.0560 2.6333  0.2483
C -3.3133 -1.9947 1.9187  -0.1275
C -4.6652 -1.7871 1.6440  0.0983
B -5.4921 -2.8330 0.7864  1.0413
O -6.0269 -3.9482 1.3809  -0.7368
O -5.7433 -2.6668 -0.5376  -0.5846
C -4.8567 -1.8455 -1.3002  -0.3927
N -2.6317 -3.1519 1.4906  -0.3875
C -1.4270 -2.9414 0.7836  -0.0403
C -1.1853 -3.5443 -0.4445  -0.4972
C 0.0220 -3.3185 -1.0796  -1.1459
C 0.9622 -2.4639 -0.5242  -0.9062
C 0.7211 -1.8276 0.6884  0.3629
C 1.7269 -0.8532 1.2448  -1.5958
C 1.2789 0.6071 1.0861  -0.1276
C 0.8428 0.9650 -0.3242  -0.2678
O -0.5836 0.7895 -0.4162  -0.5026
C -0.4786 -2.0965 1.3440  1.0366
S -0.8649 -1.3815 2.9241  -0.3693
H -6.7955 -1.6887 4.4104  0.2416
H -8.5679 -1.6043 4.1857  0.2976
H -7.5509 -2.3818 2.9584  0.1968
H -7.1748 -0.9946 1.1189  0.4303
H -6.8129 0.6943 1.4670  0.4562
H -5.0208 1.1992 3.2271  0.5246
H -5.6182 -4.1234 2.2316  0.3659
H -5.0797 -0.7884 -1.1497  0.2375
H -5.0149 -2.0912 -2.3473  0.2792
H -3.8118 -2.0300 -1.0493  0.1143
H -3.2199 -3.8540 1.0645  0.3704
H -1.9371 -4.1999 -0.8702  0.4355
H 0.2249 -3.7980 -2.0285  0.4661
H 1.8899 -2.2887 -1.0520  0.6840
H 2.6708 -0.9878 0.7149  0.4295
H 1.8891 -1.0679 2.3035  0.3878
H 0.4389 0.8230 1.7477  0.2028
H 2.0848 1.2800 1.3802  0.3269
H 1.0763 2.0121 -0.5075  0.2865
H 1.3472 0.3325 -1.0613  0.2368
H -0.8060 0.5612 -1.3206  0.2680
C 6.2275 -3.2996 -1.8426  -0.9364
S 4.8527 -3.8716 -2.8477  0.3903
O 3.6461 -3.1513 -2.3640  -0.5132
C 4.7756 -5.5233 -2.1463  -0.9471
H 6.4045 -2.2564 -2.0955  0.3080
H 5.9633 -3.3872 -0.7890  0.2932
H 7.1148 -3.8897 -2.0714  0.3822
H 4.6151 -5.4500 -1.0709  0.2977
H 5.7009 -6.0553 -2.3669  0.3850
H 3.9368 -6.0360 -2.6121  0.3129
C 2.3594 5.7829 2.1042  -1.0117
S 1.5189 5.0590 0.6917  0.4876
O 2.1132 3.7067 0.4925  -0.5783
C 2.2571 6.1160 -0.5509  -0.8861
H 2.0647 5.2171 2.9855  0.3427
H 3.4370 5.7108 1.9577  0.2877
H 2.0511 6.8225 2.2138  0.3983
H 3.3415 6.0119 -0.5142  0.1995
H 1.9658 7.1524 -0.3797  0.4487
H 1.8961 5.7928 -1.5253  0.2911
C 6.0956 5.6269 -3.7064  -0.8816
S 4.5714 5.0725 -4.4805  0.4718
O 3.4860 5.9480 -3.9654  -0.5855
C 4.4519 3.5224 -3.5795  -0.8317
H 6.3216 6.6154 -4.1003  0.3222
H 5.9533 5.6791 -2.6271  0.2534
H 6.9013 4.9372 -3.9575  0.3529
H 4.4239 3.7245 -2.5085  0.2100
H 5.3021 2.8891 -3.8332  0.3935
H 3.5280 3.0368 -3.8862  0.2990